10
Properties=species:S:1:pos:R:3:forces:R:3 method="wB97M-V/def2-TZVPD" de_lowest_kcal_mol=19.55 smiles="N=C=CC=O.N#N" energy_ev=-9676.6066 orbital_gap_ev=10.2
N 2.0792 -0.2186 0.4400 -0.7 -0.4 -0.1
C 1.0197 -0.7540 0.1997 0.5 0.2 0.1
C -0.1651 -1.3345 0.0474 0.1 0.1 0.0
C -1.3701 -0.5256 0.2555 0.0 0.2 0.1
O -1.3722 0.6011 0.7069 -0.1 -0.6 0.0
H 2.5614 0.3042 -0.2865 -0.1 -0.1 0.0
H -0.2272 -2.3786 -0.2382 0.0 0.2 -0.1
H -2.3190 -1.0086 -0.0479 0.1 0.0 0.1
N 0.3895 2.4312 -0.6351 -1.7 0.8 0.3
N -0.5991 2.8753 -0.4386 1.8 -0.6 -0.4